ORCA calculation (the ωB97M-V functional and the def2-TZVPD basis) on a molecular structure, C11H8CrNO5 in a non-equilibrium geometry.

```
26
Properties=species:S:1:pos:R:3:forces:R:3
O -0.267 2.658 0.752 0.5 -1.1 -2.1
C -0.137 2.061 -0.300 0.2 1.0 0.9
Cr 0.061 -0.627 -2.252 -3.7 2.4 1.4
C 0.703 -1.532 -0.760 3.0 -2.8 5.0
O 1.113 -2.075 0.189 -1.8 2.2 -3.9
C 0.015 -2.206 -3.322 0.2 -7.6 -4.5
O 0.073 -3.220 -3.897 -0.3 5.1 2.8
C 1.602 0.285 -2.692 6.8 3.3 -0.4
O 2.635 0.812 -2.850 -4.8 -2.3 0.5
C -0.641 0.666 -0.594 -1.7 -2.2 0.6
O -1.579 0.126 -0.018 1.8 0.7 -1.5
H 0.406 2.322 -1.235 0.1 1.3 0.6
N -0.614 0.568 2.685 0.2 -0.2 0.4
C -0.411 0.225 3.962 0.0 0.0 0.0
C -1.407 -0.473 4.709 -0.3 -0.4 0.8
C -1.211 -0.723 6.065 -0.6 -0.1 -1.1
C -0.016 -0.346 6.698 0.0 0.0 0.1
C 0.994 0.286 5.959 0.4 0.5 -1.1
C 0.809 0.577 4.612 0.4 0.2 0.9
H -1.388 0.214 2.137 -0.2 0.2 0.3
H -0.050 1.278 2.227 -0.1 -0.2 0.2
H -2.328 -0.767 4.201 0.2 0.1 0.3
H -2.001 -1.211 6.639 0.3 0.1 -0.2
H 0.126 -0.546 7.762 0.0 0.1 -0.4
H 1.933 0.565 6.438 -0.3 -0.1 -0.1
H 1.581 1.074 4.022 -0.1 -0.1 0.3
```
Positions in Å, forces in eV/Å.

## Properties
<S²>   3.87
Lowest unoccupied orbital energy (spin up / spin down)   -9.26 / -9.76 eV
HOMO level (spin up / spin down)   -0.572 / -0.593 Eh
Relative energy (zero: lowest compared OMol25 entry of this formula, charge and spin)   0.000 eV
F_max   8.8 eV/Å
Gap between HOMO and LUMO (spin up / spin down)   0.232 / 0.235 Ha
Spin multiplicity   4
Net charge   +2
Total energy   -51663.9199 eV

Atom charges from the Mulliken analysis, given in e for atoms 1 to 8:
1. O -0.4358
2. C 0.0425
3. Cr 0.2360
4. C 0.3765
5. O -0.1721
6. C 0.4966
7. O -0.0958
8. C 0.2926

ORCA calculation (the ωB97M-V functional and the def2-TZVPD basis) on a gas-phase ion, C8H12N3O2 (charge +1) in a non-equilibrium geometry.

```
25
Properties=species:S:1:pos:R:3:forces:R:3
C 1.994 0.275 1.777 -1.2 0.4 -0.4
C -2.221 0.108 -0.423 0.1 -1.4 1.3
C -1.097 0.504 -0.872 2.6 -0.3 -1.0
C -2.366 -0.783 0.881 -2.6 3.9 -1.5
C -3.330 0.143 1.755 0.4 1.3 -2.0
C 3.253 0.628 -1.504 -0.7 -0.1 -3.7
C 1.160 -0.871 1.400 0.0 -0.6 3.9
C 0.868 0.201 -2.304 1.6 -2.8 1.1
N 2.660 1.179 1.991 0.3 0.3 0.2
N -1.163 -1.120 1.433 3.7 0.3 0.8
N -0.178 -0.598 0.889 -1.3 0.2 -0.6
O -0.212 1.010 -1.631 -0.9 -0.2 1.1
O 1.894 0.003 -1.352 -0.1 1.6 -0.8
H -3.157 0.393 -0.839 -0.4 0.1 -0.7
H -2.913 -1.647 0.624 -0.5 -1.2 -0.3
H -3.903 0.816 1.031 0.5 -1.3 0.8
H -2.797 0.908 2.303 0.5 -0.3 0.5
H -4.054 -0.366 2.326 -0.5 -0.8 0.9
H 3.702 0.075 -2.373 0.0 0.2 1.2
H 3.782 0.514 -0.613 0.5 -0.6 1.5
H 3.416 1.689 -1.838 -1.4 -0.6 0.6
H 1.803 -1.364 0.761 0.6 -1.3 -2.3
H 1.167 -1.550 2.319 -0.6 0.8 -1.1
H 0.531 -0.888 -2.536 -0.2 2.2 0.3
H 1.159 0.740 -3.205 -0.2 0.3 0.3
```
Positions in Å, forces in eV/Å.

## Properties
Lowest unoccupied orbital energy   -4.43 eV
HOMO level   -0.533 Eh
Relative energy (zero: lowest compared OMol25 entry of this formula, charge and spin)   8.747 eV
F_max   4.9 eV/Å
Gap between HOMO and LUMO   0.370 Ha
Spin multiplicity   1
Net charge   +1
Total energy   -17042.9592 eV

Atom charges from the Mulliken analysis, given in e for atoms 1 to 8:
1. C 0.2379
2. C -0.8171
3. C 0.7034
4. C 0.4208
5. C -1.1321
6. C -0.7694
7. C -0.4574
8. C -0.2743

ORCA calculation (the ωB97M-V functional and the def2-TZVPD basis) on a gas-phase ion, C5H6N3S (charge +1) in a non-equilibrium geometry.

```
15
Properties=species:S:1:pos:R:3:forces:R:3
C -2.097 1.843 -0.014 -0.8 0.9 -0.8
C 0.572 -0.906 -2.090 -0.3 0.4 0.2
C 1.404 -0.645 -1.092 -1.8 -1.7 0.2
C -1.252 1.734 1.867 0.9 -1.0 1.6
C 1.182 -1.276 0.312 1.0 1.2 -0.6
N -1.512 0.716 -0.171 -0.1 0.0 1.1
N -0.956 0.570 1.100 0.9 -1.7 -0.7
N -1.999 2.526 1.143 0.9 -0.9 0.0
S -0.409 -1.234 0.983 -1.4 3.8 1.0
H 0.914 -0.516 -3.069 -1.0 -0.6 0.5
H -0.395 -1.378 -1.847 0.5 0.1 -1.0
H 2.237 -0.093 -1.390 1.7 0.8 0.8
H -0.842 1.910 2.930 -0.9 -0.4 -2.0
H 1.966 -0.894 0.987 -0.4 -0.2 0.2
H 1.187 -2.358 0.351 0.8 -0.8 -0.5
```
Positions in Å, forces in eV/Å.

## Properties
<S²>   2.01
Lowest unoccupied orbital energy (spin up / spin down)   -5.62 / -9.10 eV
HOMO level (spin up / spin down)   -0.526 / -0.535 Eh
Relative energy (zero: lowest compared OMol25 entry of this formula, charge and spin)   2.664 eV
F_max   4.2 eV/Å
Gap between HOMO and LUMO (spin up / spin down)   0.319 / 0.201 Ha
Spin multiplicity   3
Net charge   +1
Total energy   -20572.6910 eV

Atom charges from the Mulliken analysis, given in e for atoms 1 to 8:
1. C 0.3058
2. C -0.6179
3. C 0.0117
4. C -0.0157
5. C -0.5440
6. N -0.4186
7. N 0.2170
8. N -0.3678

ORCA calculation (the ωB97M-V functional and the def2-TZVPD basis) on 7 unconnected molecules or ions with the total composition ClH12O6.

```
19
Properties=species:S:1:pos:R:3:forces:R:3
Cl -0.564 0.154 0.270 0.0 0.0 -0.2
O -0.148 -2.855 -1.085 -0.2 0.2 0.0
H -0.275 -1.922 -0.822 0.0 -0.3 0.1
H -0.684 -2.954 -1.877 0.1 0.1 0.0
O 2.249 -1.364 1.120 -0.1 0.0 0.3
H 2.535 -0.752 0.437 -0.1 0.0 0.0
H 1.326 -1.102 1.290 0.4 0.0 -0.2
O -0.627 2.788 2.309 -0.3 0.0 0.0
H -0.902 2.005 1.797 0.3 0.1 0.0
H -0.739 3.519 1.694 0.0 -0.1 0.0
O -0.656 -0.972 3.385 -0.1 -0.1 -0.1
H -0.626 -0.801 2.424 -0.1 0.1 0.2
H -1.184 -0.248 3.733 0.1 0.0 -0.1
O 1.565 -0.611 -2.691 0.1 0.2 0.1
H 1.252 -0.264 -1.840 -0.1 -0.1 -0.1
H 2.008 0.136 -3.108 -0.1 0.0 0.1
O -1.424 2.128 -2.277 -0.1 -0.2 -0.1
H -1.837 1.757 -3.063 0.0 0.0 0.1
H -1.267 1.358 -1.696 0.1 0.3 0.1
```
Positions in Å, forces in eV/Å.

## Properties
Lowest unoccupied orbital energy   3.30 eV
HOMO level   -0.228 Eh
Relative energy (zero: lowest compared OMol25 entry of this formula, charge and spin)   0.430 eV
F_max   0.5 eV/Å
Gap between HOMO and LUMO   0.350 Ha
Spin multiplicity   1
Net charge   -1
Total energy   -25005.9075 eV

Atom charges from the Mulliken analysis, given in e for atoms 1 to 8:
1. Cl -0.9261
2. O -0.5952
3. H 0.3064
4. H 0.2811
5. O -0.6003
6. H 0.3117
7. H 0.2792
8. O -0.6168

ORCA calculation (the ωB97M-V functional and the def2-TZVPD basis) on a gas-phase ion, C6H8N (charge +1) in a non-equilibrium geometry.

```
15
Properties=species:S:1:pos:R:3:forces:R:3
C 2.164 0.374 0.246 0.3 -0.5 0.1
C -0.087 1.223 -0.260 0.1 0.3 0.0
C 1.430 1.435 0.148 0.3 -0.3 0.1
C -0.666 -0.088 -0.493 0.8 -0.8 -0.1
C 1.151 -1.727 -0.212 -1.2 0.7 -0.3
C -1.597 -0.684 0.473 -0.4 -0.2 0.1
N 1.889 -0.836 0.062 0.2 1.1 0.2
H -0.605 1.725 0.564 -0.1 -0.1 -0.1
H -0.137 1.823 -1.174 -0.1 -0.1 0.0
H 1.716 2.454 0.323 0.0 0.2 0.0
H -0.687 -0.460 -1.509 -0.1 0.1 -0.1
H 1.065 -2.782 -0.310 0.2 -0.6 0.0
H -1.306 -0.495 1.503 0.1 0.0 0.1
H -1.751 -1.745 0.305 0.0 -0.1 0.0
H -2.579 -0.217 0.333 0.0 0.1 0.0
```
Positions in Å, forces in eV/Å.

## Properties
Lowest unoccupied orbital energy (spin up / spin down)   -5.55 / -5.54 eV
HOMO level (spin up / spin down)   -0.502 / -0.502 Eh
Relative energy (zero: lowest compared OMol25 entry of this formula, charge and spin)   6.563 eV
F_max   1.4 eV/Å
Gap between HOMO and LUMO (spin up / spin down)   0.298 / 0.298 Ha
Spin multiplicity   1
Net charge   +1
Total energy   -7829.1253 eV

Atom charges from the Mulliken analysis, given in e for atoms 1 to 8:
1. C 0.0065
2. C -0.3667
3. C -0.3170
4. C -0.2040
5. C -0.0738
6. C -1.2371
7. N 0.0147
8. H 0.3531

ORCA calculation (the ωB97M-V functional and the def2-TZVPD basis) on a gas-phase ion, C3H8N3 (charge +1) in a non-equilibrium geometry.

```
14
Properties=species:S:1:pos:R:3:forces:R:3
C -0.168 -1.629 1.299 1.5 2.4 -2.1
C 0.975 0.096 0.188 2.8 1.1 2.4
C -1.141 0.759 -0.988 0.4 0.3 3.4
N -0.899 -1.498 0.260 -0.4 1.0 -0.5
N 0.915 -0.837 1.401 1.5 1.3 -0.9
N -0.089 -0.272 -0.618 -4.3 -4.1 0.2
H -0.367 -2.273 2.066 -0.8 -1.9 1.7
H 0.840 1.166 0.493 0.1 -1.0 0.1
H 1.952 0.071 -0.348 -0.6 -0.4 0.5
H -1.547 0.440 -1.918 -0.1 0.7 -0.9
H -1.990 0.789 -0.182 1.7 -0.5 -1.4
H -0.526 1.673 -0.785 -1.2 -0.2 -1.5
H 1.771 -1.009 1.966 -1.3 0.1 -0.5
H 0.042 -1.024 -1.311 0.7 1.2 -0.4
```
Positions in Å, forces in eV/Å.

## Properties
Lowest unoccupied orbital energy   -3.63 eV
HOMO level   -0.534 Eh
Relative energy (zero: lowest compared OMol25 entry of this formula, charge and spin)   3.517 eV
F_max   6.0 eV/Å
Gap between HOMO and LUMO   0.400 Ha
Spin multiplicity   1
Net charge   +1
Total energy   -7701.7616 eV

Atom charges from the Mulliken analysis, given in e for atoms 1 to 8:
1. C 0.0148
2. C -0.4350
3. C -0.6296
4. N -0.4786
5. N -0.2071
6. N -0.0755
7. H 0.4972
8. H 0.2929

Q: Among the records above, which one has the lowest F_max?
A: ClH12O6

Q: What is the formula in the second record?
A: C8H12N3O2

Q: Among the records above, which one has the lowest relative energy (zero: lowest compared OMol25 entry of this formula, charge and spin)?
A: C11H8CrNO5

Q: Which value of relative energy (zero: lowest compared OMol25 entry of this formula, charge and spin) does entry 1 give?
A: 0.000 eV